The following is a DFT calculation (wB97M-V/def2-TZVPD) of a molecular structure, C35H45N5O3SSiZn.

- F_max: 0.00486 hartree/bohr
- Electronic energy: -117750.8959 eV
- Net charge: 0
- LUMO: 0.24 eV

```
91
Properties=species:S:1:pos:R:3:lowdin_charge:R:1
C -3.51 -4.00 -0.41 -0.0953
H 1.00 -1.37 2.71 0.0785
C -0.38 -1.11 -5.02 -0.1046
C -1.49 -5.28 -0.59 -0.1112
H -1.73 -2.45 -7.82 0.0989
H -3.05 2.05 2.15 0.1036
C -0.84 -4.17 -1.12 -0.1088
C 3.22 -1.39 1.99 -0.6299
H 5.02 -2.29 1.25 0.1480
C -1.13 1.16 1.68 -0.1722
H 2.31 -3.02 0.04 0.0712
C -2.83 -5.20 -0.23 -0.1079
N -1.02 0.86 -0.73 -0.2114
H -0.96 -6.22 -0.48 0.1055
H 2.83 -5.32 1.10 0.1101
H -1.46 2.61 -1.76 0.1179
N 0.12 -1.83 3.03 0.2181
C -0.72 8.19 2.63 -0.7541
O -1.35 7.19 2.40 0.0326
H 1.22 7.28 -0.25 0.1062
C 2.18 1.68 -0.14 -0.0647
H -4.56 -3.93 -0.14 0.1066
H -3.34 -6.07 0.17 0.1053
H -3.35 2.15 -0.17 0.1063
H 1.65 -1.12 -2.77 -0.0067
C -1.51 -2.95 -1.30 -0.2429
O 2.11 -0.86 1.60 -0.1260
C -2.19 -3.05 -5.81 -0.0921
H -0.74 -0.70 0.62 0.0830
H -0.60 10.20 3.44 0.0602
H -2.90 -3.81 -6.12 0.0991
C 1.95 4.39 2.19 -0.0260
H -1.23 0.65 2.64 0.0901
H 3.84 -3.81 -0.34 0.1217
S 1.05 8.31 2.42 1.0066
H 1.68 5.01 -1.13 0.1172
H -0.38 2.83 -0.40 0.0925
H 1.82 -4.92 3.24 0.1271
C 4.02 -2.05 0.87 -0.2877
H 4.40 -1.62 -1.12 0.0987
C 1.68 5.20 -0.06 -0.0291
C -1.28 2.30 -0.73 -0.1756
H 0.33 -0.35 -4.73 0.0994
H -1.28 0.73 -2.78 0.0855
H 3.94 -4.49 2.17 0.1245
H -2.04 9.25 3.92 0.0863
H -1.91 9.90 2.28 0.0886
C 3.04 -4.35 1.57 -0.1525
Si -0.65 -1.51 -2.22 0.6070
C -1.35 9.47 3.11 -0.0796
C 3.27 -3.33 0.46 -0.1549
C 1.92 -4.05 2.58 -0.1451
H -1.85 -3.87 1.51 0.0709
C 1.42 6.47 0.43 -0.0911
H 1.48 -2.50 -1.73 -0.0335
C -1.94 -2.84 -4.46 -0.0905
H -0.12 -0.71 -7.11 0.1002
C -1.52 0.14 -1.88 -0.2368
C -0.27 -2.90 2.35 -0.4315
H 0.19 -4.26 -1.42 0.0993
N 0.61 -3.82 1.95 0.1167
H -2.46 -3.45 -3.73 0.0914
H -2.67 3.75 0.07 0.1101
H -0.10 1.52 1.62 0.1012
C -0.63 -1.31 -6.37 -0.0913
C -1.36 0.21 0.52 -0.2337
O 3.60 -1.49 3.15 0.0431
H -2.42 -0.13 0.53 0.1189
H 0.24 -4.54 1.34 0.1299
C -1.03 -1.87 -4.04 -0.2315
H -1.72 3.20 2.14 0.1081
H 2.15 3.57 2.87 0.1178
H 2.16 -3.20 3.19 0.0975
H -0.61 -1.20 3.32 0.1023
H -2.62 0.03 -1.89 0.0895
C -2.46 2.69 0.16 -0.1681
N -1.58 -3.09 2.09 0.2168
Zn 1.98 -0.25 -0.47 0.5869
C 1.94 4.14 0.81 -0.2627
H -3.41 -1.98 -1.08 0.0961
H 1.69 5.84 3.74 0.1073
N 4.06 -1.14 -0.29 0.0434
C -2.13 2.33 1.62 -0.1791
H 4.69 -0.36 -0.11 0.1033
C 1.69 5.66 2.68 -0.0911
C 1.15 -1.46 -1.86 -0.3053
C 1.42 6.70 1.80 -0.5515
H -2.13 -2.26 1.96 0.1088
C -1.54 -2.29 -6.77 -0.0979
C -2.85 -2.90 -0.93 -0.1079
C 2.12 2.80 0.32 -0.1739
```


The following is a DFT calculation (wB97M-V/def2-TZVPD) of a molecular structure, C35H45N7O3PS3Ta.

- F_max: 0.02701 hartree/bohr
- Electronic energy: -96932.6656 eV
- Relative energy (zero: lowest compared OMol25 entry of this formula, charge and spin): 116.1 kJ/mol
- Net charge: +2
- LUMO: -7.17 eV

```
95
Properties=species:S:1:pos:R:3:lowdin_charge:R:1
N -0.67 -1.33 -2.11 -0.1706
N -1.89 -0.47 0.18 -0.1080
C 2.88 0.01 -1.41 -0.4797
H -1.55 -0.64 6.39 0.0878
Ta -1.29 0.64 -1.35 1.6734
H -6.44 -4.72 -0.24 0.0918
C -1.61 1.16 3.54 0.0341
H -0.15 0.37 6.05 0.0932
C -1.47 -1.21 3.78 -0.0020
H -6.63 -3.93 -1.79 0.1004
H -5.95 -2.48 0.83 0.1316
H -5.49 -5.26 -1.63 0.0868
C -5.90 -4.39 -1.12 -0.0222
C -1.75 3.64 -0.14 -0.1354
C -1.81 1.00 2.16 -0.1345
H 1.40 4.18 -3.98 0.1004
C 4.50 -2.32 3.58 -0.8487
C -1.21 0.24 5.84 -0.0256
S -3.12 1.89 -2.67 0.2239
C 1.52 -2.12 1.26 -0.1580
H 0.36 1.38 -4.28 0.0674
O -3.94 2.81 -3.34 -0.2144
C 0.17 -1.63 -3.11 -0.1885
H 3.43 0.17 3.59 0.1048
C -1.44 0.06 4.37 -0.2445
H 2.68 1.70 0.63 0.0655
H 1.50 -1.70 -1.27 0.0276
H 0.62 2.81 1.29 0.0449
H 3.21 -2.09 -1.29 0.1026
C -3.64 -3.35 -1.46 0.0368
C -2.52 4.23 0.84 0.0199
H 1.99 3.89 1.49 0.0954
P 1.57 1.38 -1.43 1.0805
S 5.82 -1.37 3.73 0.7275
C -2.86 -1.48 -0.15 -0.2439
C 1.17 3.70 -3.02 -0.0848
C -1.78 -0.26 1.59 -0.2505
C 2.31 2.47 -0.06 -0.4990
H 1.94 0.55 -4.27 0.0547
H 4.34 2.72 -0.91 0.0636
O -1.63 2.33 -2.49 -0.6018
C 4.10 0.30 -2.30 -0.0818
C 1.83 -0.07 2.17 -0.1438
C -1.62 -1.36 2.42 -0.0219
N 1.16 -0.84 1.31 0.0682
H 1.74 2.06 -5.13 0.1020
C -4.07 -1.53 0.56 0.0124
C 3.29 -1.84 2.84 -0.2288
H -4.25 -0.80 1.34 0.1358
C -0.01 -2.94 -3.53 0.0203
C 2.45 -1.42 -1.71 -0.1334
C 2.55 -2.67 2.00 0.0018
H 3.19 0.04 -0.36 0.0888
H 0.54 -3.47 -4.28 0.1278
H 4.61 1.24 -2.10 0.0612
H -1.59 2.16 3.95 0.1293
H 3.90 3.81 0.38 0.0958
C -2.71 3.25 1.79 0.0017
H 3.54 -4.09 4.05 0.1080
O -3.43 1.48 -1.27 -0.4359
C 2.90 -0.51 2.94 -0.0173
N 4.41 -3.58 4.05 0.1019
C -5.03 -2.47 0.27 0.0092
H 3.84 0.26 -3.35 0.0766
H 0.95 -2.75 0.58 0.1076
C -2.66 -2.42 -1.15 -0.1494
H 1.49 0.95 2.26 0.0965
H -1.74 1.11 6.22 0.0883
H -3.24 3.26 2.72 0.1469
H 0.90 4.12 0.14 0.0713
H -1.61 -2.35 1.99 0.1297
H 2.81 -3.71 1.87 0.1205
H -3.50 -4.03 -2.29 0.1200
C 3.52 3.30 -0.50 -0.0755
H 3.25 4.07 -1.22 0.0740
C 1.45 1.52 -4.23 -0.1001
S -2.68 0.07 -3.41 0.5681
C 1.38 3.37 0.76 -0.1066
N -2.07 2.15 1.38 -0.0505
N -1.45 -2.44 -1.93 -0.0509
H -1.39 4.06 -1.06 0.1162
N -1.46 2.36 0.18 -0.0770
H 4.82 -0.49 -2.12 0.0999
H 0.87 -0.90 -3.46 0.0784
H -2.90 5.24 0.85 0.1233
C 1.84 2.33 -2.99 -0.5451
H -1.35 -2.08 4.40 0.1270
H 0.09 3.63 -2.96 0.0473
H 5.20 -3.96 4.54 0.1116
H 2.92 2.49 -3.01 0.0997
H 1.52 4.36 -2.24 0.0636
C -1.04 -3.42 -2.75 0.0038
C -4.83 -3.40 -0.76 -0.2316
H 2.43 -1.61 -2.78 0.0700
H -1.50 -4.39 -2.73 0.1423
```


The following is a DFT calculation (wB97M-V/def2-TZVPD) of a molecular structure, C35H46AsN7OZn.

- F_max: 0.01529 hartree/bohr
- Electronic energy: -158775.9999 eV
- Net charge: 0
- LUMO: 0.03 eV

```
91
Properties=species:S:1:pos:R:3:lowdin_charge:R:1
H -4.11 3.92 1.70 0.0554
N -0.96 1.51 -0.63 -0.3523
N 3.83 1.64 -3.73 0.1735
H -4.41 5.56 -0.18 0.0894
C -0.51 0.86 -4.24 -0.0968
H -3.10 3.46 3.06 0.0665
H -2.79 -0.21 -0.49 0.0512
H 1.13 -1.94 -0.48 0.0554
C -4.38 3.63 -1.12 -0.2679
C 3.04 -0.58 -2.68 -0.3134
C -1.92 6.27 2.15 -0.0217
N 2.38 -0.70 -1.57 -0.0552
H 3.14 4.66 1.98 0.0856
H -0.98 0.83 2.49 0.0246
N -0.66 -0.09 2.19 -0.0459
C -0.97 2.03 -4.82 -0.1093
H -6.00 4.32 -2.33 0.1201
C -2.22 4.97 1.80 -0.3172
As -2.07 2.41 0.54 1.3208
H 1.86 -3.12 1.41 0.1167
C 0.68 4.28 -0.61 -0.0520
C -6.12 2.21 -2.06 -0.2673
H 0.67 3.20 -0.56 0.0348
H -0.43 -0.81 4.18 0.1127
C -7.37 2.06 -2.88 -0.0495
C -0.83 6.94 1.60 -0.2713
H -1.50 -0.63 2.00 0.0795
N 3.53 -2.81 -3.88 0.1485
C -3.42 4.31 2.45 -0.0889
H -2.54 6.79 2.87 0.1125
C -3.91 5.06 -1.01 -0.0488
H 4.84 4.44 2.46 0.0938
H 3.69 3.71 -0.31 0.0768
H 0.47 4.56 -1.64 0.0881
H -0.16 -0.23 -2.44 0.0816
H 0.85 6.72 0.30 0.1210
H 5.00 0.78 1.62 0.0920
H -0.13 0.06 -4.88 0.1013
H 4.57 1.40 3.23 0.0896
H 1.01 -0.12 3.41 0.0959
H 2.18 -1.39 1.59 0.1071
H -1.78 3.98 -4.43 0.1025
C 0.13 -0.73 3.24 -0.2597
H -5.94 0.13 -1.59 0.1114
C -5.51 1.12 -1.46 -0.0186
C -0.98 1.71 -2.01 -0.3879
N 0.56 -1.80 0.36 -0.0170
C -0.29 4.92 0.34 -0.2641
C -3.75 2.52 -0.54 -0.2609
C -1.44 4.28 0.84 -0.2944
C -5.54 3.45 -1.87 -0.0219
Zn 0.35 0.39 0.18 0.5794
H -2.84 5.15 -0.84 0.0476
C -0.52 0.70 -2.87 -0.0637
H -3.70 0.10 1.00 0.0554
H -0.22 -2.45 0.30 0.1006
C -1.43 3.05 -4.00 -0.0825
C 2.63 2.07 1.55 -0.1043
C -0.02 6.23 0.72 -0.0252
H 1.69 4.62 -0.39 0.0596
H -0.94 2.16 -5.90 0.0944
H 1.16 -2.57 3.62 0.1148
H -0.56 8.98 1.02 0.0815
C 1.39 -2.14 1.53 -0.2429
C 3.85 3.97 2.42 -0.0257
H -1.25 8.77 2.64 0.0720
H -3.95 5.01 3.08 0.0779
C 3.95 2.68 1.59 -0.5732
H -4.42 -0.86 -0.30 0.0739
H -0.31 -2.76 2.67 0.1139
C 4.91 1.68 2.23 -0.0304
H 0.47 8.48 2.36 0.0788
O 2.10 0.38 -0.92 -0.2294
C 4.37 2.99 0.14 -0.0168
C 0.57 -2.13 2.81 -0.1879
H 5.90 2.14 2.32 0.0930
H -7.68 1.02 -2.95 0.0721
C 3.32 -1.81 -3.36 -0.1898
N 1.59 1.58 1.52 0.2166
H -1.74 3.71 -2.00 0.0732
C -0.53 8.37 1.93 -0.0517
H -4.16 5.61 -1.92 0.0829
C -1.43 2.89 -2.62 -0.0685
C -4.36 1.25 -0.70 -0.2792
H 3.54 3.75 3.44 0.0922
H 5.38 3.40 0.14 0.0972
C -3.78 0.00 -0.09 -0.0968
H -8.19 2.64 -2.45 0.0804
H 4.35 2.08 -0.46 0.0799
C 3.47 0.65 -3.27 -0.1770
H -7.21 2.44 -3.89 0.0815
```


The following is a DFT calculation (wB97M-V/def2-TZVPD) of a molecular structure, C35H46ClGeHgNO6SSi.

- Multiplicity: 2
- F_max: 0.01607 hartree/bohr
- Electronic energy: -142749.7743 eV
- Relative energy (zero: lowest compared OMol25 entry of this formula, charge and spin): 82.3 kJ/mol
- Net charge: -1
- LUMO (alpha / beta): 2.28 / 0.51 eV

```
93
Properties=species:S:1:pos:R:3:lowdin_spin:R:1
H -2.00 -5.43 -1.52 0.0001
H 0.28 -0.93 5.60 0.0000
Ge 0.32 -0.09 -2.35 0.3231
H -3.99 -1.96 0.20 0.0000
C 0.37 -0.34 3.48 0.0015
O -2.81 3.15 1.50 0.0039
C 2.74 -1.74 -2.40 0.0149
H -3.12 5.53 2.57 0.0000
Si -2.79 2.32 0.06 0.0072
C 0.09 -1.13 4.55 0.0001
O 4.49 0.89 -0.20 0.0108
C -1.76 3.94 2.05 0.0001
C -1.74 -4.78 -0.69 0.0008
C -2.97 3.47 -2.48 0.0000
C 2.11 3.71 -2.99 -0.0003
C -5.87 -0.03 0.84 0.0001
H 1.89 2.18 1.29 -0.0004
H -4.30 -0.90 -1.20 0.0000
C -3.30 2.09 -3.05 -0.0001
H -1.32 3.81 -3.86 0.0000
H -4.32 1.80 -2.79 0.0000
H 2.54 4.51 -2.39 0.0000
H -0.54 4.12 0.26 0.0001
C -3.94 4.50 -3.04 0.0001
C -0.75 3.02 2.74 -0.0001
H -3.74 5.48 -2.59 0.0000
C 1.70 -3.62 -4.17 0.0010
C 3.00 -3.74 -3.71 0.0142
Cl 3.65 3.69 0.86 -0.0001
C 1.06 1.54 -3.10 0.0521
H -2.98 4.25 3.80 0.0000
H -1.80 5.36 0.42 0.0000
H -2.75 -5.94 0.81 0.0000
H -0.86 3.17 -2.27 -0.0001
C 1.02 1.65 -4.49 0.0144
C 2.07 3.81 -4.37 -0.0003
C -1.00 -3.08 1.34 0.0022
C -1.06 4.77 0.97 0.0002
H 1.63 2.52 -1.28 0.0003
H 0.83 0.64 3.58 0.0000
C 0.91 -2.56 -3.75 0.0219
H -2.10 -4.40 2.65 0.0001
C 3.33 1.03 0.13 0.0046
O -4.15 1.38 0.08 -0.0002
C -0.02 -0.91 2.23 0.0105
C -3.82 -0.97 -0.22 0.0002
O 2.33 0.32 -0.28 0.0864
H -0.36 2.31 2.01 -0.0002
O -1.41 1.56 -0.19 0.1125
H -1.34 4.87 -2.43 0.0000
H 2.47 4.69 -4.87 0.0000
C -0.55 -2.15 2.40 0.0006
H -1.04 -0.35 -3.06 0.0402
H -6.13 -1.01 1.27 0.0000
C -2.42 4.85 3.07 0.0001
H 4.53 -2.90 -2.47 -0.0004
Hg 0.09 -0.04 0.26 0.1720
H -1.23 2.45 3.54 0.0000
H -1.67 5.44 3.61 0.0000
H 3.61 -4.58 -4.04 0.0010
H 3.14 -1.01 -1.70 0.0006
C -1.78 -4.21 1.63 0.0010
H -3.82 4.59 -4.13 0.0000
S -0.63 -2.60 4.07 -0.0005
C 3.52 -2.80 -2.83 -0.0015
N -0.63 -2.81 0.09 0.0305
H 1.29 -4.35 -4.86 -0.0001
H -2.63 0.19 2.00 -0.0002
H -6.35 0.05 -0.14 0.0000
O -3.16 3.49 -1.07 0.0029
H -2.75 -0.82 -0.36 0.0010
C 1.61 2.58 -2.36 0.0020
C 2.97 2.07 1.20 -0.0007
C 1.52 2.78 -5.13 0.0034
H -4.97 4.22 -2.82 0.0000
H 0.59 0.85 -5.09 0.0031
H 0.08 3.59 3.16 0.0000
H -4.10 0.86 2.71 0.0000
H 3.38 1.74 2.15 -0.0001
H -2.62 1.33 -2.64 -0.0002
C 1.42 -1.60 -2.86 0.0600
H 1.49 2.86 -6.21 0.0004
H -0.66 -3.37 -1.89 -0.0001
C -3.71 0.06 2.07 -0.0001
C -4.37 0.12 0.70 0.0000
H -0.11 -2.46 -4.11 0.0021
C -0.99 -3.64 -0.89 0.0016
H -3.90 -0.91 2.55 0.0000
C -1.54 3.86 -2.79 -0.0001
H -6.27 0.76 1.48 0.0000
C -2.14 -5.07 0.61 -0.0004
H -3.19 2.09 -4.14 0.0000
H -0.33 5.44 1.43 0.0000
```


The following is a DFT calculation (wB97M-V/def2-TZVPD) of 2 unconnected molecules or ions with the total composition C35H46ClIN3O6S2.

- F_max: 0.16482 hartree/bohr
- Electronic energy: -96049.1465 eV
- Net charge: +1
- LUMO: -4.17 eV

```
94
Properties=species:S:1:pos:R:3:lowdin_charge:R:1
H 1.49 -1.30 4.87 0.0907
H 1.43 -0.46 -3.03 0.1258
H -0.04 6.63 -4.54 0.0472
C 2.06 -1.89 5.70 -0.6128
H -4.10 3.96 -3.21 0.1308
C 0.88 2.04 0.82 -0.0654
H -3.24 4.68 -4.46 0.1233
H -1.74 -7.10 6.11 0.1177
H -0.96 4.51 -7.55 0.1279
H 0.48 3.55 2.47 0.1427
H -1.72 -0.27 -2.40 0.0914
H -0.48 -4.80 7.66 0.0985
H -0.39 -5.52 -1.13 0.1269
C 1.16 3.13 -5.04 -0.9186
N -2.26 -4.22 0.42 -0.0758
H -0.91 1.15 -3.97 0.0595
C 0.36 -0.72 -3.47 -0.2186
C 2.32 -3.48 5.37 -0.1849
C 1.18 5.39 -6.17 -0.2518
H 2.08 3.83 1.54 0.1219
H 4.04 -0.64 5.23 0.0206
H 0.53 -7.49 5.09 0.1206
H -2.96 3.28 -0.96 0.0548
H -0.70 -7.06 -0.07 0.1528
C 2.53 -1.83 2.33 -0.2109
H 0.27 7.14 -1.65 0.1056
H 1.81 7.16 -4.87 0.0960
H -0.88 -3.02 5.54 0.0476
C -1.38 -4.89 6.92 -0.2367
C -1.19 -6.09 5.79 -0.2143
H 0.93 5.59 -7.30 0.1167
S 2.16 3.61 -3.71 0.6342
C 0.02 6.00 -1.62 -0.0314
S 1.18 1.30 -5.47 0.7870
C 0.10 -0.19 -0.88 -0.0227
C 1.00 -2.90 -0.21 -0.1749
C 0.94 5.16 -0.49 -0.2974
H 1.16 -6.12 6.24 0.1038
H -2.74 -3.55 5.52 0.0840
C -1.85 2.93 -6.17 -0.1150
H 3.46 -0.52 7.02 0.0760
H -0.37 3.17 -2.22 0.0727
C 0.00 -5.21 1.20 -0.0758
O 0.20 4.59 0.63 -0.0912
N -4.18 4.54 -4.06 0.3278
H 0.35 7.61 -6.12 0.0820
H 1.92 -4.08 6.32 0.1032
C -0.81 2.41 -1.42 -0.1155
C 1.75 -0.69 1.40 -0.0453
C -0.78 -5.87 -0.08 -0.1181
C 0.09 1.43 -0.47 -0.0271
C 0.88 -3.82 1.18 0.0218
C 3.54 -1.25 6.09 -0.1744
O -2.22 -5.52 0.06 -0.1196
H 4.30 -2.11 6.42 0.0941
C 0.40 -6.34 5.38 -0.1733
C -0.69 -0.80 -2.19 -0.1581
H -2.82 3.43 -6.60 0.0682
O -3.30 -3.95 1.01 0.0300
N 0.34 4.20 -5.73 -0.2358
C 0.78 6.79 -5.36 -0.1055
H -0.91 -1.95 -2.04 0.1143
H 0.48 -1.75 -4.04 0.1287
H -1.77 1.78 -6.44 0.0781
H 0.07 2.93 -7.59 0.1273
C -0.51 3.66 -6.85 -0.2539
H -2.02 -2.60 7.00 0.0675
H 2.35 5.21 -6.11 0.1231
C -1.78 -3.44 6.20 -0.1693
H -4.78 4.06 -4.74 0.1605
H -2.36 -5.19 7.53 0.1085
C -2.30 2.35 -1.26 -0.0390
O 1.17 -3.44 -1.43 -0.0378
O 3.76 -1.68 2.84 -0.0492
C 0.66 -5.43 4.02 -0.0541
H -1.79 -5.71 4.83 0.1053
H -1.12 5.91 -1.28 0.0820
H -4.59 5.44 -3.81 0.1642
C -0.20 0.40 -4.55 -0.4787
H -0.84 -0.18 -5.35 0.0887
Cl 1.01 -1.68 7.26 0.5041
C 0.93 3.57 1.36 -0.2121
H 3.46 -3.77 5.28 0.1326
H -0.71 -7.01 2.69 0.1158
C 0.93 -1.25 0.06 0.0309
H -2.88 1.31 -1.38 0.0716
O 2.26 5.14 -0.71 -0.0305
H -1.75 3.13 -5.01 0.0573
C -0.09 -6.01 2.64 0.0515
I 2.82 1.62 3.54 0.8734
H 0.10 5.44 -2.65 0.0290
C 1.59 -4.03 4.01 -0.0191
C 1.67 -3.24 2.54 0.0393
C 1.71 0.92 1.74 -0.4432
```